Computed, not measured: C2H6ClN3S as an isolated structure in a non-equilibrium geometry, with ωB97M-V/def2-TZVPD.

## Properties
energy above the lowest of the compared OMol25 structures with the same formula, charge and spin: 401.2 kJ/mol
gap between HOMO and LUMO: 9.36 eV
max |F|: 5.24 eV/A

Geometry as XYZ:
```
13
Properties=species:S:1:pos:R:3:forces:R:3
S -0.49952 2.07213 0.10016 0.2 1.3 1.1
C -0.51817 -1.26261 0.63290 -1.2 -4.0 3.0
N 2.87728 -0.51019 -0.24123 0.0 3.4 2.3
H 0.16740 3.13680 0.98085 -0.6 -2.5 -1.4
H 3.91194 -0.78912 0.26769 -4.6 0.1 -1.3
H 0.10485 -2.42441 0.47405 -2.9 2.9 0.7
N 1.61992 -1.22466 0.03950 5.1 -1.1 -0.3
H 1.30273 1.22221 -1.02490 -1.6 -1.7 1.3
H -0.70688 -1.14742 1.97588 0.7 0.1 -4.5
Cl -2.07571 -0.96491 -0.27224 0.6 -0.6 0.7
N 0.60357 0.83593 -0.30742 1.0 1.2 -1.0
C 0.54889 -0.57812 -0.00259 1.8 4.7 0.5
H 2.60968 0.58811 0.13423 1.6 -3.8 -1.1
```
Positions in Å, forces in eV/Å.